No. 1
9
Properties=species:S:1:pos:R:3 method="wB97M-V/def2-TZVPD" de_lowest_kcal_mol=12.86 largest_force_ev_per_a=2.12 gap_ev=8.6734 e_lumo_ev=-0.2
C 0.940 -0.317 0.148
C -1.677 0.373 -0.173
S 0.658 -1.869 0.138
S 2.559 0.395 -0.026
S -0.057 1.087 0.161
H -2.345 0.978 0.344
H -1.491 -0.616 0.161
H -2.041 0.399 -1.203
H 3.455 -0.431 0.451

No. 2
10
Properties=species:S:1:pos:R:3 method="wB97M-V/def2-TZVPD" de_lowest_kcal_mol=26.09 largest_force_ev_per_a=2.36 gap_ev=7.6318 e_lumo_ev=-0.9
C -0.608 0.084 0.077
C -1.691 0.069 0.886
S 0.353 -1.320 -0.173
S -0.498 1.429 -1.191
S 2.491 -0.756 0.323
S 3.221 0.794 -0.530
H -1.896 -0.755 1.616
H -2.418 0.795 0.663
H -1.781 1.607 -1.413
H 2.827 -1.948 -0.259

No. 3
8
Properties=species:S:1:pos:R:3 method="wB97M-V/def2-TZVPD" de_lowest_kcal_mol=114.49 largest_force_ev_per_a=2.87 gap_ev="6.8931 / 9.6803" e_lumo_ev="-0.3 / -0.2"
B 1.188 -0.784 -0.133
C -1.418 -0.302 -0.148
C -0.144 -0.458 0.265
H 2.089 -1.565 -0.076
H 1.058 2.138 0.202
H -2.200 0.216 0.494
H -1.839 -0.696 -1.158
H 0.001 -0.010 1.318

No. 4
8
Properties=species:S:1:pos:R:3 method="wB97M-V/def2-TZVPD" de_lowest_kcal_mol=11.46 largest_force_ev_per_a=3.83 smiles="BC=C" gap_ev=10.3244 e_lumo_ev=-0.2
B -1.364 0.093 -0.009
C 0.074 -0.538 -0.049
C 1.246 0.172 -0.006
H -1.373 1.199 0.184
H -2.484 -0.395 -0.040
H 0.343 -1.547 -0.227
H 2.177 -0.242 0.012
H 1.380 1.258 0.135

No. 5
10
Properties=species:S:1:pos:R:3 method="wB97M-V/def2-TZVPD" de_lowest_kcal_mol=49.11 largest_force_ev_per_a=2.57 smiles="C=CB=O.O" gap_ev=11.0542 e_lumo_ev=0.5
C 1.110 -1.262 0.648
C 0.962 -0.348 -0.331
B 0.597 1.093 0.083
O 0.538 2.264 0.446
H 1.569 -2.159 0.435
H 0.944 -1.293 1.742
H 0.876 -0.628 -1.432
O -1.960 0.645 -0.713
H -2.831 0.311 -0.818
H -1.805 1.377 -0.060

No. 6
11
Properties=species:S:1:pos:R:3 method="wB97M-V/def2-TZVPD" de_lowest_kcal_mol=22.51 largest_force_ev_per_a=3.14 smiles=CC[Si](Cl)(Cl)Br gap_ev=9.0294 e_lumo_ev=-0.5
C -0.629 -0.119 0.285
C 0.386 0.358 -0.758
Si 0.176 2.171 -1.299
Cl 1.846 3.207 -1.646
Cl -1.250 2.473 -2.661
Br -0.926 3.371 1.076
H -0.476 -1.175 0.490
H -0.507 0.432 1.213
H -1.648 0.030 -0.062
H 0.290 -0.268 -1.649
H 1.390 0.203 -0.364

No. 7
10
Properties=species:S:1:pos:R:3 method="wB97M-V/def2-TZVPD" de_lowest_kcal_mol=62.99 largest_force_ev_per_a=4.61 gap_ev=9.7232 e_lumo_ev=0.7
C 0.208 -0.666 0.180
C -1.127 0.780 -0.009
N 1.347 -0.297 -0.550
Cl 2.362 0.868 0.289
Br -2.858 0.006 -0.037
H -0.285 -1.527 -0.259
H 0.296 -0.730 1.260
H -0.884 1.227 -0.965
H -0.999 1.441 0.834
H 1.940 -1.102 -0.743

No. 8
12
Properties=species:S:1:pos:R:3 method="wB97M-V/def2-TZVPD" de_lowest_kcal_mol=13.25 largest_force_ev_per_a=4.08 smiles=FCCSP(S)Br gap_ev=8.6473 e_lumo_ev=-0.3
F 0.669 0.854 -1.672
C 1.144 1.109 -0.299
C 1.548 -0.163 0.384
S 0.137 -0.702 1.215
P -1.386 -0.853 -0.680
S -2.759 -2.257 0.046
Br -2.519 1.045 -0.550
H 0.348 1.533 0.264
H 1.898 1.865 -0.508
H 1.851 -0.970 -0.330
H 2.293 -0.207 1.215
H -3.224 -1.254 0.916